1.
# C4H8O2

A 2-piece molecular cluster, C4H8O2 overall at a distorted geometry (the ωB97M-V functional and the def2-TZVPD basis, OMol25).

SMILES string: CC(=O)O.C=C
frontier orbital gap: 9.86 eV
energy above the lowest of the compared OMol25 structures with the same formula, charge and spin: 226.77 kJ/mol
maximum force: 0.113 Eh/bohr
HOMO energy: -9.18 eV
lowest unoccupied orbital energy: 0.025 Ha
E_tot: -307.6261 hartree

```
! wB97M-V def2-TZVPD RIJCOSX def2/J DEFGRID3
* xyz 0 1
C -1.55 -0.42 -0.19
C -1.66 1.06 -0.05
C 1.64 0.10 -0.05
C 2.90 -0.44 0.21
H -2.34 -1.89 0.29
H -0.71 1.59 -0.30
H -2.44 1.49 -0.84
H -2.10 1.20 0.98
H 1.33 0.00 -1.07
H 0.95 0.53 0.59
H 3.55 -0.97 -0.56
H 3.45 -0.29 1.16
O -0.54 -0.98 -0.59
O -2.50 -0.98 0.41
*
```

2.
# C4H8O2

A single C4H8O2 molecule (the ωB97M-V functional and the def2-TZVPD basis, OMol25).

SMILES string: CC(=O)[C@@H](C)O
frontier orbital gap: 11.09 eV
energy above the lowest of the compared OMol25 structures with the same formula, charge and spin: 64.47 kJ/mol
maximum force: 0.010 Eh/bohr
HOMO energy: -10.23 eV
lowest unoccupied orbital energy: 0.032 Ha
E_tot: -307.6879 hartree

```
! wB97M-V def2-TZVPD RIJCOSX def2/J DEFGRID3
* xyz 0 1
C -1.12 1.15 -0.20
C 0.07 0.64 0.62
O -0.22 0.73 1.99
C 0.39 -0.81 0.28
O 0.19 -1.68 1.11
C 0.96 -1.16 -1.08
H -0.89 1.24 -1.27
H -1.39 2.14 0.18
H -1.99 0.49 -0.07
H 0.95 1.25 0.39
H -0.26 -0.19 2.31
H 0.18 -1.61 -1.70
H 1.75 -1.90 -0.95
H 1.37 -0.29 -1.60
*
```

3.
# C4H8O2

A single C4H8O2 molecule at a distorted geometry (the ωB97M-V functional and the def2-TZVPD basis, OMol25).

SMILES string: COC1COC1
frontier orbital gap: 10.03 eV
energy above the lowest of the compared OMol25 structures with the same formula, charge and spin: 465.00 kJ/mol
maximum force: 0.064 Eh/bohr
HOMO energy: -8.98 eV
lowest unoccupied orbital energy: 0.039 Ha
E_tot: -307.5353 hartree

```
! wB97M-V def2-TZVPD RIJCOSX def2/J DEFGRID3
* xyz 0 1
C -1.80 0.55 -0.04
O -1.21 -0.73 -0.17
C 0.04 -0.47 -0.61
C 0.85 0.78 0.52
O 1.40 -0.39 1.09
C 1.13 -1.28 0.03
H -2.77 0.42 0.46
H -0.83 1.06 0.42
H -1.93 1.03 -1.03
H 0.07 -0.16 -1.67
H 0.72 1.50 1.39
H 1.48 1.34 -0.18
H 0.85 -2.27 0.42
H 1.99 -1.37 -0.64
*
```

4.
# C4H8O2

A single C4H8O2 molecule (the ωB97M-V functional and the def2-TZVPD basis, OMol25).

SMILES string: O=CCCCO
frontier orbital gap: 10.96 eV
energy above the lowest of the compared OMol25 structures with the same formula, charge and spin: 128.33 kJ/mol
maximum force: 0.012 Eh/bohr
HOMO energy: -10.13 eV
lowest unoccupied orbital energy: 0.031 Ha
E_tot: -307.6636 hartree

```
! wB97M-V def2-TZVPD RIJCOSX def2/J DEFGRID3
* xyz 0 1
O 1.48 1.02 0.04
C 1.47 -0.34 -0.33
C 0.08 -1.01 -0.13
C -0.82 -0.11 0.74
C -1.54 0.93 -0.07
O -1.04 1.52 -1.01
H 0.76 1.45 -0.46
H 2.21 -0.81 0.32
H 1.81 -0.46 -1.37
H 0.21 -1.99 0.36
H -0.38 -1.22 -1.10
H -1.52 -0.66 1.39
H -0.15 0.47 1.39
H -2.57 1.20 0.23
*
```

5.
# C4H8O2

A 3-piece molecular cluster, C4H8O2 overall (the ωB97M-V functional and the def2-TZVPD basis, OMol25).

SMILES string: C=C.C=O.C=O
frontier orbital gap: 10.52 eV
energy above the lowest of the compared OMol25 structures with the same formula, charge and spin: 337.74 kJ/mol
maximum force: 0.016 Eh/bohr
HOMO energy: -9.85 eV
lowest unoccupied orbital energy: 0.025 Ha
E_tot: -307.5838 hartree

```
! wB97M-V def2-TZVPD RIJCOSX def2/J DEFGRID3
* xyz 0 1
C -1.54 -0.91 0.32
C -1.92 0.16 -0.37
O 0.94 1.29 -0.68
C 0.65 1.47 0.48
C 1.97 -0.88 -0.41
O 1.39 -1.39 0.52
H -2.16 -1.27 1.13
H -0.67 -1.49 0.02
H -1.47 0.42 -1.32
H -2.78 0.74 -0.06
H 0.73 0.72 1.30
H 0.30 2.46 0.77
H 2.97 -0.44 -0.27
H 1.57 -0.86 -1.44
*
```

6.
# C4H8O2

A 3-piece molecular cluster, C4H8O2 overall (the ωB97M-V functional and the def2-TZVPD basis, OMol25).

frontier orbital gap: 9.25 eV
energy above the lowest of the compared OMol25 structures with the same formula, charge and spin: 599.49 kJ/mol
maximum force: 0.006 Eh/bohr
HOMO energy: -8.72 eV
lowest unoccupied orbital energy: 0.019 Ha
E_tot: -307.4841 hartree

```
! wB97M-V def2-TZVPD RIJCOSX def2/J DEFGRID3
* xyz 0 1
C 0.73 0.50 -0.30
C 0.84 -0.73 0.45
O -0.31 -1.37 0.76
C -1.41 -0.84 0.03
O -1.62 0.49 0.37
C -0.49 1.34 0.07
H 2.16 0.26 -0.34
H 0.85 0.45 -1.38
H 2.27 -0.75 -0.42
H 1.57 -0.92 1.22
H -2.29 -1.41 0.34
H -1.21 -0.97 -1.04
H -0.32 1.93 0.97
H -0.77 2.02 -0.74
*
```

7.
# C4H8O2

A single C4H8O2 molecule (the ωB97M-V functional and the def2-TZVPD basis, OMol25).

SMILES string: O[C@H]1CCOC1
frontier orbital gap: 10.80 eV
energy above the lowest of the compared OMol25 structures with the same formula, charge and spin: 119.99 kJ/mol
maximum force: 0.008 Eh/bohr
HOMO energy: -9.80 eV
lowest unoccupied orbital energy: 0.037 Ha
E_tot: -307.6667 hartree

```
! wB97M-V def2-TZVPD RIJCOSX def2/J DEFGRID3
* xyz 0 1
O -0.85 0.34 -1.82
C 0.21 -0.08 -0.99
C 0.56 1.00 0.07
C 0.09 0.37 1.39
O -0.81 -0.66 1.03
C -0.25 -1.26 -0.13
H -1.64 0.18 -1.29
H 1.06 -0.31 -1.64
H -0.01 1.91 -0.17
H 1.62 1.26 0.09
H -0.44 1.07 2.04
H 0.95 -0.05 1.93
H 0.58 -1.94 0.12
H -1.05 -1.85 -0.60
*
```

8.
# C4H8O2

A 2-piece molecular cluster, C4H8O2 overall (the ωB97M-V functional and the def2-TZVPD basis, OMol25).

SMILES string: CC(=O)O.C=C
frontier orbital gap: 9.51 eV
energy above the lowest of the compared OMol25 structures with the same formula, charge and spin: 247.64 kJ/mol
maximum force: 0.019 Eh/bohr
HOMO energy: -8.50 eV
lowest unoccupied orbital energy: 0.037 Ha
E_tot: -307.6181 hartree

```
! wB97M-V def2-TZVPD RIJCOSX def2/J DEFGRID3
* xyz 0 1
C 1.70 -1.12 -0.18
C 0.54 -1.69 -0.65
O -0.99 -0.61 -0.10
C -0.73 0.58 0.13
O 0.44 1.12 -0.03
C -1.86 1.46 0.61
H 1.17 0.23 -0.01
H 2.09 -1.41 0.79
H 2.41 -0.76 -0.92
H 0.24 -1.53 -1.69
H 0.05 -2.53 -0.17
H -2.66 0.85 1.03
H -2.27 2.03 -0.23
H -1.48 2.17 1.35
*
```

9.
# C4H8O2

A 2-piece molecular cluster, C4H8O2 overall (the ωB97M-V functional and the def2-TZVPD basis, OMol25).

SMILES string: C=CO.CC=O
frontier orbital gap: 10.19 eV
energy above the lowest of the compared OMol25 structures with the same formula, charge and spin: 219.16 kJ/mol
maximum force: 0.011 Eh/bohr
HOMO energy: -9.40 eV
lowest unoccupied orbital energy: 0.029 Ha
E_tot: -307.6290 hartree

```
! wB97M-V def2-TZVPD RIJCOSX def2/J DEFGRID3
* xyz 0 1
C 0.90 -1.40 -1.30
C -0.35 -0.56 -1.29
O -1.31 -0.82 -0.60
C -1.27 0.91 1.63
C 0.03 1.12 1.52
O 0.55 1.79 0.43
H 0.71 -2.28 -1.93
H 1.12 -1.77 -0.29
H 1.77 -0.88 -1.71
H 1.11 1.17 -0.07
H -0.37 0.31 -1.98
H -1.69 0.39 2.48
H -1.93 1.22 0.82
H 0.75 0.81 2.28
*
```

10.
# C4H8O2

A single C4H8O2 molecule (the ωB97M-V functional and the def2-TZVPD basis, OMol25).

SMILES string: C[C@H]1COCO1
frontier orbital gap: 11.13 eV
energy above the lowest of the compared OMol25 structures with the same formula, charge and spin: 135.13 kJ/mol
maximum force: 0.016 Eh/bohr
HOMO energy: -10.05 eV
lowest unoccupied orbital energy: 0.040 Ha
E_tot: -307.6610 hartree

```
! wB97M-V def2-TZVPD RIJCOSX def2/J DEFGRID3
* xyz 0 1
C 1.53 -0.05 -1.03
C 0.51 -0.12 0.13
C -0.41 1.09 0.37
O -1.74 0.58 0.49
C -1.56 -0.81 0.58
O -0.44 -1.13 -0.18
H 2.29 0.72 -0.85
H 2.06 -1.00 -1.14
H 1.04 0.16 -1.99
H 1.05 -0.36 1.06
H -0.18 1.66 1.29
H -0.32 1.67 -0.55
H -1.40 -1.10 1.64
H -2.43 -1.32 0.17
*
```

11.
# C4H8O2

A single C4H8O2 molecule (the ωB97M-V functional and the def2-TZVPD basis, OMol25).

SMILES string: CCOC(C)=O
frontier orbital gap: 11.33 eV
energy above the lowest of the compared OMol25 structures with the same formula, charge and spin: 46.39 kJ/mol
maximum force: 0.011 Eh/bohr
HOMO energy: -10.40 eV
lowest unoccupied orbital energy: 0.034 Ha
E_tot: -307.6948 hartree

```
! wB97M-V def2-TZVPD RIJCOSX def2/J DEFGRID3
* xyz 0 1
C -2.00 -0.39 0.75
C -1.16 -0.07 -0.47
O 0.18 -0.31 -0.06
C 1.21 0.21 -0.78
O 1.22 0.35 -1.97
C 2.27 0.64 0.20
H -1.79 -1.41 1.09
H -1.75 0.30 1.57
H -3.07 -0.30 0.54
H -1.43 -0.67 -1.34
H -1.27 0.99 -0.74
H 1.84 1.48 0.76
H 3.18 0.97 -0.30
H 2.47 -0.15 0.92
*
```

12.
# C4H8O2

A single C4H8O2 molecule (the ωB97M-V functional and the def2-TZVPD basis, OMol25).

SMILES string: C[C@H]1O[C@H]1CO
frontier orbital gap: 11.23 eV
energy above the lowest of the compared OMol25 structures with the same formula, charge and spin: 190.47 kJ/mol
maximum force: 0.007 Eh/bohr
HOMO energy: -10.18 eV
lowest unoccupied orbital energy: 0.038 Ha
E_tot: -307.6399 hartree

```
! wB97M-V def2-TZVPD RIJCOSX def2/J DEFGRID3
* xyz 0 1
C 1.70 0.51 0.00
C 0.86 -0.64 0.49
O -0.19 -0.32 1.40
C -0.55 -0.85 0.12
C -1.34 0.11 -0.74
O -2.29 0.81 0.02
H 1.08 1.40 -0.15
H 2.20 0.26 -0.94
H 2.46 0.76 0.75
H 1.43 -1.53 0.77
H -0.94 -1.87 0.19
H -1.89 -0.45 -1.51
H -0.67 0.80 -1.27
H -1.86 1.02 0.86
*
```

Among the records above, which one has the highest HOMO energy? number 8

Which value of frontier orbital gap does entry 10 give? 11.13 eV